1.
The following is a quantum chemistry calculation of C26H21ClIMnN6O2S as an isolated structure, from the OMol25 dataset.

Calculated values
ΔE to the lowest compared entry with this formula, charge and spin (kcal/mol): 14.4
HOMO-LUMO gap (alpha / beta) (eV): 5.6 / 7.0
Charge: -1
E_HOMO (alpha / beta) (eV): -3.49 / -4.85
Multiplicity: 6

Positions of all 59 atoms, in Å:
Mn  0.063  0.236  0.057
N  -2.028  1.342  -0.124
C  -3.241  0.777  0.346
C  -4.148  1.608  1.002
C  -5.329  1.117  1.535
C  -5.613  -0.233  1.397
C  -4.703  -1.057  0.752
C  -3.497  -0.597  0.211
C  -2.546  -1.616  -0.370
C  -3.136  -2.704  -1.028
C  -2.391  -3.819  -1.383
C  -1.047  -3.851  -1.038
C  -0.460  -2.737  -0.443
C  -1.154  -1.550  -0.135
H  -1.907  2.305  0.169
H  -1.927  1.306  -1.141
H  -3.912  2.663  1.091
H  -6.013  1.782  2.048
H  -6.522  -0.652  1.811
H  -4.902  -2.121  0.709
H  -4.194  -2.679  -1.273
H  -2.858  -4.647  -1.903
H  -0.446  -4.729  -1.259
H  0.610  -2.778  -0.250
Cl  4.022  -2.006  5.482
C  3.417  -1.605  3.881
C  4.174  -1.905  2.793
C  3.724  -1.595  1.495
I  4.939  -2.114  -0.110
C  2.506  -0.963  1.246
O  2.055  -0.647  0.096
C  1.711  -0.670  2.432
N  0.510  -0.090  2.209
C  -0.267  0.196  3.216
C  0.098  -0.062  4.550
C  1.301  -0.644  4.811
C  2.156  -0.980  3.739
H  5.131  -2.389  2.933
H  -1.228  0.639  2.971
H  -0.581  0.201  5.350
H  1.610  -0.853  5.826
O  1.679  4.345  -0.084
C  1.189  3.248  -0.052
N  0.689  2.174  -0.021
C  -3.200  0.049  -5.148
C  -1.945  0.914  -5.253
C  -0.882  0.434  -4.309
N  -0.888  0.676  -3.053
N  0.141  0.069  -2.358
C  0.913  -0.641  -3.143
N  1.965  -1.371  -2.735
S  0.409  -0.600  -4.796
H  -3.968  0.388  -5.845
H  -3.603  0.093  -4.136
H  -2.977  -0.997  -5.369
H  -2.165  1.950  -4.996
H  -1.564  0.912  -6.276
H  2.283  -1.213  -1.771
H  2.665  -1.617  -3.411

2.
The following is a quantum chemistry calculation of a 2-piece molecular cluster, C26H21F4NO6 overall, from the OMol25 dataset.

Calculated values
HOMO-LUMO gap (eV): 3.3
E_HOMO (eV): -7.03

Positions of all 58 atoms, in Å:
F  -3.293  3.839  -2.930
C  -3.065  2.486  -2.781
C  -4.178  1.657  -2.617
C  -3.906  0.294  -2.452
F  -4.975  -0.574  -2.376
C  -2.626  -0.216  -2.389
C  -1.491  0.647  -2.516
C  -0.216  0.049  -2.375
C  1.068  0.645  -2.430
C  2.183  -0.215  -2.677
C  3.459  0.295  -2.773
F  4.515  -0.575  -2.943
C  3.742  1.660  -2.666
C  2.655  2.490  -2.391
F  2.898  3.843  -2.263
C  1.354  2.028  -2.229
C  -1.754  2.023  -2.805
H  -5.196  2.041  -2.642
H  -2.454  -1.283  -2.247
H  -0.221  -1.042  -2.285
H  1.998  -1.281  -2.798
H  4.754  2.045  -2.779
H  0.568  2.709  -1.912
H  -0.942  2.697  -3.055
C  2.650  -4.457  1.240
C  2.696  -2.992  0.917
O  1.427  -2.454  1.357
C  1.260  -1.170  1.000
C  0.022  -0.522  1.460
C  -1.180  -1.278  1.854
O  -2.289  -0.799  2.119
O  -1.038  -2.613  1.923
C  -2.263  -3.270  2.325
C  -1.887  -4.704  2.553
C  0.020  0.892  1.596
C  -1.187  1.631  1.843
C  -1.187  2.986  2.107
C  0.033  3.688  2.156
N  0.048  5.058  2.544
O  1.145  5.655  2.618
O  -1.041  5.618  2.804
C  1.240  3.025  1.864
C  1.225  1.677  1.558
O  2.134  -0.628  0.319
H  3.538  -4.980  0.877
H  2.588  -4.602  2.321
H  1.772  -4.908  0.770
H  3.504  -2.473  1.445
H  2.828  -2.818  -0.156
H  -2.674  -2.805  3.225
H  -2.999  -3.166  1.517
H  -2.691  -5.274  3.026
H  -1.665  -5.182  1.595
H  -1.004  -4.770  3.193
H  -2.121  1.085  1.858
H  -2.111  3.515  2.319
H  2.174  3.580  1.885
H  2.157  1.192  1.298

3.
The following is a quantum chemistry calculation of C26H21N4O4PPtS2 as an isolated structure, from the OMol25 dataset.

Calculated values
ΔE to the lowest compared entry with this formula, charge and spin (kcal/mol): 32.9
HOMO-LUMO gap (alpha / beta) (eV): 5.0 / 5.0
Charge: +2
E_HOMO (alpha / beta) (eV): -13.62 / -13.63

Positions of all 59 atoms, in Å:
Pt  -0.739  0.067  -0.011
N  1.303  -1.510  3.313
C  0.283  -1.040  3.952
C  -0.580  -0.389  2.992
N  -0.050  -0.472  1.813
C  1.249  -1.096  1.921
C  1.464  -1.978  -0.203
N  0.759  -1.099  -0.867
C  1.161  -1.216  -2.192
C  2.103  -2.183  -2.277
N  2.287  -2.662  -0.993
H  2.090  -2.014  3.711
H  0.148  -1.147  5.020
H  -1.535  0.077  3.186
H  0.744  -0.599  -2.967
H  2.652  -2.572  -3.116
H  2.958  -3.351  -0.689
O  3.461  -0.718  1.238
C  2.547  -0.106  1.706
O  1.371  -2.222  1.129
C  2.561  1.254  2.222
C  3.826  1.698  2.629
C  4.023  2.972  3.147
C  2.914  3.785  3.214
O  2.847  5.049  3.646
C  1.490  5.486  3.469
O  0.760  4.369  2.942
C  1.652  3.360  2.792
C  1.431  2.109  2.298
H  4.667  1.024  2.539
H  4.996  3.314  3.468
H  1.471  6.307  2.754
H  1.077  5.772  4.434
H  0.461  1.854  1.900
S  -1.617  0.678  -2.037
P  -3.156  1.609  -1.050
S  -2.431  1.392  0.856
C  -4.718  0.793  -1.321
C  -4.819  -0.436  -1.964
C  -6.066  -1.023  -2.118
C  -7.197  -0.391  -1.624
C  -7.095  0.836  -0.976
C  -5.859  1.436  -0.829
C  -3.376  3.318  -1.499
C  -4.097  3.574  -2.670
C  -4.262  4.879  -3.096
C  -3.729  5.924  -2.348
C  -3.024  5.668  -1.183
C  -2.836  4.362  -0.755
H  -3.933  -0.925  -2.345
H  -6.152  -1.972  -2.629
H  -8.168  -0.852  -1.748
H  -7.983  1.325  -0.599
H  -5.782  2.405  -0.347
H  -4.535  2.761  -3.238
H  -4.815  5.085  -4.002
H  -3.872  6.944  -2.677
H  -2.619  6.486  -0.603
H  -2.277  4.156  0.148

4.
The following is a quantum chemistry calculation of C26H22BrCsF6N8O2PS2Se2Te as an isolated structure, from the OMol25 dataset.

Calculated values
ΔE to the lowest compared entry with this formula, charge and spin (kcal/mol): 56.7
HOMO-LUMO gap (alpha / beta) (eV): 5.4 / 6.4
Charge: -2
E_HOMO (alpha / beta) (eV): -1.63 / -2.70
Multiplicity: 2

Positions of all 72 atoms, in Å:
Cs  0.689  0.005  1.878
Br  3.847  -1.022  -0.492
C  3.664  -1.987  1.145
C  4.779  -2.561  1.728
C  4.575  -3.255  2.912
C  3.300  -3.339  3.450
C  2.254  -2.722  2.782
N  2.446  -2.061  1.631
C  0.823  -2.768  3.374
O  0.709  -3.405  4.430
O  -0.051  -2.137  2.716
H  5.756  -2.456  1.278
H  5.416  -3.720  3.413
H  3.080  -3.854  4.374
Se  -2.935  -3.624  -3.044
Se  -1.053  -1.861  -4.410
C  -1.355  -0.091  -3.778
C  -1.312  0.977  -4.693
C  -1.498  2.269  -4.250
C  -1.742  2.494  -2.901
C  -1.771  1.398  -2.061
N  -1.589  0.134  -2.475
C  -1.455  -4.299  -2.045
C  -0.656  -5.325  -2.572
C  0.432  -5.786  -1.855
C  0.717  -5.226  -0.618
C  -0.115  -4.217  -0.165
N  -1.169  -3.759  -0.848
H  -1.125  0.760  -5.735
H  -1.453  3.099  -4.949
H  -1.893  3.489  -2.501
H  -1.953  1.535  -0.997
H  -0.899  -5.727  -3.545
H  1.061  -6.572  -2.258
H  1.560  -5.553  -0.023
H  0.064  -3.740  0.794
C  -3.821  -2.868  0.715
C  -3.781  -1.457  1.162
N  -4.716  -0.849  1.817
N  -4.208  0.416  2.003
C  -2.978  0.602  1.516
S  -2.067  2.010  1.629
N  -2.702  -0.607  0.947
N  -1.494  -0.894  0.301
H  -4.742  -3.318  1.083
H  -2.962  -3.415  1.105
H  -3.772  -2.939  -0.374
H  -4.716  1.107  2.520
H  -1.615  -0.851  -0.720
H  -1.203  -1.835  0.550
Te  1.576  2.849  -0.340
C  0.343  4.545  -0.473
C  -0.264  4.994  0.698
C  -1.099  6.103  0.665
C  -1.340  6.761  -0.534
C  -0.733  6.309  -1.700
C  0.112  5.207  -1.674
H  -0.102  4.472  1.638
H  -1.577  6.437  1.578
H  -2.006  7.614  -0.563
H  -0.919  6.814  -2.640
H  0.573  4.850  -2.587
F  2.595  1.450  2.098
P  3.327  2.483  3.173
F  3.537  1.238  4.161
F  1.875  2.760  3.823
F  4.024  3.490  4.211
F  4.732  2.187  2.455
F  3.055  3.706  2.146
S  2.466  1.069  -4.492
C  1.931  1.911  -3.247
N  1.529  2.555  -2.343

5.
The following is a quantum chemistry calculation of C26H22BrI2NO3SeSr as an isolated structure, from the OMol25 dataset.

Calculated values
ΔE to the lowest compared entry with this formula, charge and spin (kcal/mol): 18.9
HOMO-LUMO gap (eV): 6.9
E_HOMO (eV): -6.75

Positions of all 57 atoms, in Å:
Sr  -0.206  0.023  -0.074
C  -5.090  -4.859  1.895
O  -4.473  -4.446  3.102
C  -3.461  -3.554  3.018
C  -2.888  -3.190  4.259
C  -1.856  -2.305  4.268
C  -1.337  -1.711  3.088
C  -0.251  -0.779  3.198
C  0.467  -0.607  4.517
O  0.165  -0.076  2.250
C  -1.923  -2.087  1.828
O  -1.518  -1.636  0.698
C  -2.992  -3.023  1.842
H  -5.867  -5.562  2.181
H  -4.373  -5.354  1.236
H  -5.539  -4.010  1.373
H  -3.283  -3.626  5.165
H  -1.429  -2.033  5.223
H  0.705  -1.562  4.981
H  -0.156  -0.044  5.215
H  1.380  -0.044  4.341
H  -3.401  -3.292  0.880
I  -3.852  0.868  -0.601
C  -2.837  2.487  0.242
C  -3.496  3.691  0.442
C  -2.770  4.740  0.978
C  -1.431  4.550  1.287
C  -0.873  3.310  1.048
N  -1.565  2.288  0.537
H  -4.537  3.795  0.177
H  -3.245  5.698  1.146
H  -0.826  5.345  1.697
H  0.172  3.119  1.264
Se  0.959  1.748  -2.190
C  0.520  1.115  -3.937
C  -0.134  -0.099  -4.150
C  -0.434  -0.541  -5.429
C  -0.086  0.223  -6.534
C  0.563  1.433  -6.336
C  0.862  1.874  -5.055
H  -0.413  -0.721  -3.305
H  -0.940  -1.490  -5.560
H  -0.317  -0.120  -7.534
H  0.843  2.043  -7.186
H  1.368  2.820  -4.916
Br  6.534  -0.030  2.172
C  6.118  0.266  0.350
C  7.173  0.330  -0.551
C  6.920  0.543  -1.895
C  5.616  0.697  -2.341
C  4.562  0.634  -1.446
C  4.811  0.415  -0.096
I  3.180  0.306  1.201
H  8.185  0.210  -0.190
H  7.748  0.590  -2.591
H  5.408  0.869  -3.389
H  3.542  0.771  -1.791

6.
The following is a quantum chemistry calculation of C26H22CdN8O2S2Se2 as an isolated structure, from the OMol25 dataset.

Calculated values
ΔE to the lowest compared entry with this formula, charge and spin (kcal/mol): 0.0
HOMO-LUMO gap (eV): 5.7
Charge: -2
E_HOMO (eV): -1.80

Positions of all 63 atoms, in Å:
Cd  -0.362  -0.562  -1.043
N  2.852  0.663  -4.605
C  2.142  0.079  -3.533
S  1.073  1.156  -2.702
N  2.380  -1.200  -3.354
N  1.743  -1.732  -2.284
C  2.416  -2.745  -1.836
C  2.017  -3.395  -0.581
C  2.279  -4.760  -0.502
C  1.937  -5.563  0.580
C  1.285  -4.915  1.602
C  0.900  -3.578  1.537
C  1.233  -2.720  0.490
O  0.912  -1.515  0.489
H  2.283  1.361  -5.069
H  3.128  -0.068  -5.280
H  3.333  -2.987  -2.398
H  2.738  -5.231  -1.332
H  2.159  -6.595  0.690
H  0.957  -5.473  2.516
H  0.313  -3.112  2.334
N  -2.909  -3.849  -3.102
C  -2.459  -2.704  -2.460
S  -1.689  -2.928  -0.951
N  -2.728  -1.608  -3.105
N  -2.317  -0.453  -2.477
C  -2.918  0.624  -2.829
C  -2.582  1.938  -2.305
C  -3.146  3.072  -2.970
C  -2.983  4.366  -2.640
C  -2.090  4.636  -1.566
C  -1.540  3.586  -0.896
C  -1.787  2.226  -1.164
O  -1.263  1.343  -0.358
H  -2.534  -4.720  -2.772
H  -2.851  -3.783  -4.122
H  -3.747  0.558  -3.533
H  -3.837  2.902  -3.790
H  -3.485  5.109  -3.220
H  -1.876  5.653  -1.295
H  -0.911  3.852  -0.038
Se  2.416  1.752  5.152
Se  1.008  3.580  5.105
C  -0.727  2.853  4.762
C  -0.963  2.145  3.573
C  -2.230  1.613  3.330
C  -3.221  1.858  4.274
C  -2.859  2.577  5.458
N  -1.639  3.058  5.680
C  2.689  1.251  3.260
C  2.871  -0.089  2.926
C  3.261  -0.398  1.612
C  3.386  0.607  0.653
C  2.982  1.895  1.096
N  2.644  2.206  2.345
H  -0.250  2.028  2.778
H  -2.501  1.072  2.444
H  -4.241  1.521  4.202
H  -3.642  2.737  6.212
H  2.814  -0.892  3.684
H  3.549  -1.407  1.310
H  3.703  0.429  -0.369
H  2.884  2.678  0.391

7.
The following is a quantum chemistry calculation of C26H22Cl2MoN3O4 as an isolated structure, from the OMol25 dataset.

Calculated values
ΔE to the lowest compared entry with this formula, charge and spin (kcal/mol): 0.0
HOMO-LUMO gap (eV): 3.2
Charge: +3
E_HOMO (eV): -15.66

Positions of all 58 atoms, in Å:
Mo  -0.997  -0.691  0.933
C  -4.749  -1.595  2.372
C  -3.394  -1.899  1.874
O  -2.797  -0.792  1.177
C  -2.616  -2.970  1.885
C  -1.321  -2.826  1.169
C  -1.032  -3.746  0.019
N  -0.271  -2.170  1.788
N  0.146  -2.175  3.073
C  0.062  -0.946  3.509
O  -0.468  -0.046  2.639
C  0.409  -0.500  4.830
C  0.953  -1.420  5.739
C  1.265  -1.005  7.017
C  1.044  0.318  7.390
C  0.507  1.233  6.490
C  0.186  0.831  5.209
H  -5.415  -1.378  1.537
H  -5.138  -2.445  2.927
H  -4.723  -0.725  3.029
H  -2.927  -3.915  2.308
H  -1.872  -3.782  -0.673
H  -0.118  -3.464  -0.502
H  -0.888  -4.754  0.421
H  1.118  -2.446  5.440
H  1.679  -1.707  7.727
H  1.293  0.638  8.393
H  0.339  2.258  6.791
H  -0.229  1.539  4.506
Cl  3.758  -2.319  -5.946
C  4.840  -2.542  -4.641
C  5.850  -3.455  -4.771
C  6.635  -3.800  -3.664
C  6.396  -3.291  -2.389
C  5.379  -2.387  -2.215
Cl  5.094  -1.683  -0.699
C  4.600  -1.937  -3.346
N  3.628  -1.042  -3.113
C  3.200  -0.100  -3.971
C  4.141  0.400  -4.927
C  3.794  1.389  -5.798
C  2.494  1.903  -5.725
C  1.569  1.440  -4.780
C  1.874  0.457  -3.866
C  0.723  -0.024  -3.002
C  0.931  -0.466  -1.566
O  1.997  -0.853  -1.111
O  -0.160  -0.408  -0.856
H  6.017  -3.938  -5.724
H  7.441  -4.510  -3.804
H  7.011  -3.584  -1.550
H  3.130  -0.998  -2.155
H  5.163  0.045  -4.868
H  4.513  1.798  -6.494
H  2.196  2.701  -6.396
H  0.577  1.874  -4.781
H  0.182  -0.827  -3.516
H  0.005  0.795  -2.947

8.
The following is a quantum chemistry calculation of a 2-piece molecular cluster, C26H22ClNO5 overall, from the OMol25 dataset.

Calculated values
HOMO-LUMO gap (eV): 6.6
E_HOMO (eV): -7.42

Positions of all 55 atoms, in Å:
Cl  4.233  1.233  3.533
C  3.292  -0.191  3.362
C  3.916  -1.439  3.293
C  3.083  -2.558  3.196
C  1.717  -2.420  3.110
N  1.122  -1.177  3.028
C  -0.245  -1.145  2.792
C  -1.044  -0.003  2.951
C  -2.555  -0.153  3.099
C  -3.295  1.045  3.109
C  -4.692  1.038  3.042
C  -5.387  -0.176  3.068
C  -4.670  -1.382  3.180
C  -3.267  -1.362  3.230
O  -0.574  1.161  2.950
C  1.916  -0.066  3.276
H  4.997  -1.502  3.312
H  3.498  -3.561  3.158
H  1.030  -3.262  3.071
H  -0.709  -2.139  2.824
H  -2.770  1.997  3.125
H  -5.221  1.988  2.958
H  -6.472  -0.190  3.009
H  -5.208  -2.331  3.213
H  -2.709  -2.296  3.353
H  1.429  0.895  3.328
C  3.377  -1.020  -3.616
C  2.980  -1.948  -2.470
C  3.688  -3.310  -2.573
O  3.350  -1.384  -1.185
C  2.634  -0.296  -0.749
O  3.041  0.279  0.241
C  1.363  0.009  -1.448
C  0.562  0.993  -0.931
C  -0.701  1.432  -1.510
C  -0.989  1.396  -2.905
C  -2.232  1.809  -3.397
C  -3.232  2.232  -2.507
C  -2.971  2.288  -1.130
C  -1.705  1.944  -0.650
C  0.749  -1.133  -2.188
O  -0.427  -1.236  -2.459
O  1.562  -2.207  -2.471
H  2.872  -0.049  -3.535
H  4.463  -0.882  -3.583
H  3.110  -1.503  -4.562
H  3.381  -3.946  -1.738
H  3.430  -3.802  -3.514
H  4.771  -3.161  -2.535
H  0.918  1.483  -0.025
H  -0.214  1.071  -3.604
H  -2.409  1.780  -4.477
H  -4.211  2.502  -2.899
H  -3.750  2.600  -0.428
H  -1.465  2.051  0.410

Asked for E_tot across the records above, the calculation gives -103121.950; -51941.992; -75646.190; -299184.127; -187380.040; -200264.062; -66850.963; -51567.837 eV in order.
Asked for strongest force on any atom across the records above, the calculation gives 0.015; 0.052; 0.003; 0.052; 0.015; 0.065; 0.017; 0.029 Eh/bohr in order.